{
  "formula": "C23H62FIN17O8",
  "method": "ωB97M-V/def2-TZVPD",
  "lumo_energy_ev": -4.45,
  "homo_lumo_gap_ev": 5.344,
  "total_charge": 1,
  "homo_ev": -9.80,
  "energy_ha": -2843.89774,
  "species": ["C", "C", "N", "I", "C", "C", "C", "C", "C", "C", "C", "C", "C", "C", "C", "C", "C", "F", "H", "H", "H", "H", "H", "H", "H", "H", "H", "H", "H", "H", "H", "H", "H", "H", "H", "H", "H", "H", "H", "H", "H", "H", "H", "H", "H", "H", "H", "H", "C", "O", "N", "N", "H", "H", "H", "H", "C", "O", "N", "N", "H", "H", "H", "H", "C", "O", "N", "N", "H", "H", "H", "H", "C", "O", "N", "N", "H", "H", "H", "H", "C", "O", "N", "N", "H", "H", "H", "H", "C", "O", "N", "N", "H", "H", "H", "H", "C", "O", "N", "N", "H", "H", "H", "H", "C", "O", "N", "N", "H", "H", "H", "H"],
  "positions_angstrom": [[-1.343155, -0.209088, -2.685974], [-0.349199, 0.952385, -2.439782], [-0.150553, 1.345969, -1.006174], [-2.028338, 2.107645, -0.367311], [0.143818, 0.107034, -0.173214], [1.020224, 0.252554, 1.070661], [0.354281, 0.636666, 2.423922], [-1.054007, 0.022999, 2.673050], [0.301176, 2.151556, 2.714919], [1.677849, 2.850173, 2.701690], [1.463259, 4.299855, 3.159792], [0.590337, 5.151669, 2.539061], [-0.581308, 5.737822, 3.310502], [0.681163, 5.541712, 1.063443], [0.783627, 2.495736, -0.882996], [2.201544, 2.316105, -1.478447], [2.342044, 2.821453, -2.942889], [2.672836, 0.996551, -1.444841], [-1.951155, -0.510823, -1.826352], [-0.758780, -1.097526, -2.966334], [-1.990540, -0.013341, -3.546772], [-0.738362, 1.843249, -2.953273], [0.590426, 0.709132, -2.947570], [-0.809402, -0.390909, 0.034339], [0.662564, -0.588797, -0.848967], [1.447267, -0.748027, 1.237272], [1.892193, 0.904327, 0.938782], [1.005528, 0.210440, 3.202690], [-1.084835, -0.298361, 3.722062], [-1.135227, -0.910286, 2.092806], [-1.887621, 0.690594, 2.442903], [-0.102315, 2.267155, 3.733757], [-0.373002, 2.723438, 2.061700], [2.300115, 2.392158, 3.484213], [2.181776, 2.803521, 1.721885], [1.991211, 4.694442, 4.033855], [-0.958879, 6.642006, 2.811872], [-0.314417, 5.907019, 4.362203], [-1.413549, 5.016048, 3.293646], [0.048075, 4.867863, 0.444671], [1.709766, 5.496066, 0.695259], [0.238493, 6.539006, 0.950873], [0.893157, 2.852309, 0.145476], [0.326271, 3.337232, -1.417581], [2.904267, 2.919605, -0.883250], [1.446164, 3.354427, -3.276452], [2.493986, 1.955205, -3.601414], [3.235148, 3.444912, -3.040611], [-1.948210, -3.572561, 0.184596], [-1.940785, -2.361310, -0.030237], [-3.081905, -4.283114, 0.333518], [-0.786845, -4.286291, 0.285119], [-3.102330, -5.267831, 0.512746], [-3.950125, -3.787657, 0.270517], [0.072177, -3.779221, 0.179818], [-0.752485, -5.274527, 0.452893], [-2.091437, -3.052888, 6.400281], [-1.757340, -4.201733, 6.620613], [-2.327488, -2.588732, 5.135991], [-2.257846, -2.132445, 7.396374], [-2.604427, -1.648150, 4.930632], [-2.216092, -3.240567, 4.380566], [-2.092732, -2.441476, 8.336740], [-2.533295, -1.182287, 7.237598], [0.649902, -3.545243, -4.070583], [-0.533577, -3.695325, -4.346591], [1.565861, -3.107819, -4.980053], [1.152773, -3.799976, -2.834566], [2.539548, -2.984399, -4.767675], [1.236068, -2.910219, -5.907157], [0.508835, -4.129518, -2.137416], [2.122923, -3.675403, -2.597141], [-5.939174, -5.481647, 2.110285], [-4.908704, -4.821398, 2.034689], [-7.123432, -5.050546, 1.592591], [-5.980593, -6.697929, 2.717981], [-7.976531, -5.574559, 1.643607], [-7.128749, -4.156100, 1.138628], [-5.124942, -7.044012, 3.112529], [-6.810374, -7.255520, 2.792036], [4.930566, 4.052557, 1.055735], [3.964758, 4.255071, 0.331055], [5.586738, 2.857516, 1.084246], [5.424831, 5.005388, 1.889951], [6.379311, 2.671769, 1.669515], [5.248431, 2.132787, 0.478975], [4.963940, 5.897450, 1.892499], [6.214139, 4.864041, 2.491706], [-0.815165, 8.848036, -1.794662], [-0.629225, 9.983896, -2.181137], [-2.042871, 8.401006, -1.388853], [0.188328, 7.919750, -1.731873], [-2.218237, 7.468912, -1.066402], [-2.801960, 9.056841, -1.421705], [1.102825, 8.214794, -2.021714], [0.058117, 6.978003, -1.415809], [5.378305, -3.383989, -2.566069], [4.206573, -3.740709, -2.593704], [6.373824, -4.127075, -3.114493], [5.772995, -2.217195, -1.984094], [7.339565, -3.858292, -3.104677], [6.113743, -4.993685, -3.550248], [5.059759, -1.646023, -1.569753], [6.725733, -1.907246, -1.950109], [-3.632689, -7.040756, -4.783370], [-3.955099, -8.211121, -4.890357], [-2.340723, -6.644459, -4.606234], [-4.544333, -6.022146, -4.831969], [-2.055159, -5.683193, -4.515788], [-1.643039, -7.363883, -4.566865], [-5.506208, -6.274818, -4.962554], [-4.300361, -5.053703, -4.747275]],
  "atomic_forces_ev_per_a": [[0.7, -0.6, 0.0], [-1.1, 0.1, -1.4], [-0.5, -0.2, 0.3], [-0.1, 0.1, 0.0], [0.8, -0.8, 0.0], [-0.3, 0.1, 0.8], [-0.6, 0.5, 0.1], [1.0, -0.8, -0.1], [0.6, 0.0, 0.2], [0.6, 1.1, 0.2], [-0.2, 0.3, -0.6], [0.2, 0.2, 0.1], [0.9, 0.8, -0.3], [-1.2, -1.5, 0.0], [1.0, 0.5, -0.1], [0.5, 0.9, -1.1], [0.0, -0.6, 0.3], [-0.3, -0.1, 0.3], [0.1, 0.2, -0.2], [-0.3, 0.1, 0.2], [0.1, 0.2, 0.3], [0.2, -0.1, 0.3], [0.2, 0.1, 0.8], [0.2, 0.2, 0.1], [-0.1, 0.4, 0.0], [-0.2, 0.2, -0.3], [-0.2, -0.2, -0.3], [0.0, 0.1, -0.3], [-0.3, 0.3, -0.2], [-0.3, 0.3, 0.1], [0.2, -0.1, 0.0], [0.0, 0.0, -0.3], [0.0, -0.4, 0.0], [0.1, -0.1, -0.5], [0.0, -0.2, 0.3], [-1.2, -0.9, 0.8], [0.1, 0.0, 0.5], [-0.2, 0.1, -0.2], [0.3, 0.0, 0.0], [0.2, 0.3, -0.1], [-0.2, 0.0, 0.1], [0.3, -0.1, 0.0], [-0.4, -0.6, 0.0], [0.1, -0.3, 0.0], [-0.5, -0.3, 0.2], [0.3, 0.1, 0.0], [-0.1, 0.2, 0.1], [-0.3, 0.1, 0.0], [-0.3, -0.4, -0.1], [0.2, 0.4, 0.0], [0.6, 0.4, -0.7], [0.4, 0.1, -0.1], [-0.1, 0.0, 0.2], [0.0, -0.1, 0.3], [0.0, 0.0, 0.1], [0.0, 0.0, 0.0], [0.0, -0.1, 0.0], [0.0, 0.0, 0.0], [0.1, 0.0, -0.2], [0.0, 0.1, 0.2], [-0.1, 0.0, 0.0], [-0.1, 0.0, 0.0], [0.0, 0.0, 0.0], [0.0, 0.0, 0.0], [0.1, -0.1, 0.1], [-0.1, 0.0, -0.1], [0.0, 0.3, -0.3], [-0.1, 0.1, 0.4], [0.0, -0.1, 0.1], [0.0, -0.1, 0.0], [-0.1, 0.0, -0.1], [0.2, -0.1, -0.1], [-0.1, -0.1, 0.1], [-0.5, -0.2, 0.1], [0.0, 0.2, -0.1], [0.2, -0.1, 0.0], [0.0, 0.0, 0.0], [0.0, 0.0, 0.0], [0.0, 0.0, 0.0], [0.0, 0.0, 0.0], [0.3, 0.1, 0.3], [-0.2, -0.1, -0.1], [-0.1, -0.1, -0.1], [-0.2, 0.1, 0.0], [0.0, 0.0, 0.0], [0.0, 0.0, 0.0], [0.0, 0.0, 0.0], [0.0, 0.0, 0.0], [-0.1, 0.2, 0.0], [0.0, -0.1, 0.0], [-0.2, 0.0, 0.1], [0.2, -0.1, 0.0], [0.0, 0.0, 0.0], [0.0, 0.0, 0.0], [0.0, 0.0, 0.0], [0.0, 0.0, 0.0], [0.2, 0.0, 0.0], [-0.2, 0.1, -0.1], [-0.1, -0.1, -0.1], [-0.1, 0.2, 0.1], [0.0, 0.0, 0.0], [0.0, 0.0, 0.0], [0.0, 0.0, 0.0], [0.0, 0.0, 0.0], [0.1, -0.1, 0.0], [0.0, 0.0, 0.0], [0.2, 0.1, 0.1], [-0.3, 0.1, 0.0], [0.1, 0.0, 0.0], [0.0, 0.0, 0.0], [0.0, 0.0, 0.0], [0.1, 0.0, 0.0]],
  "mulliken_charge": [-0.9175, -0.2280, -0.1540, 0.3669, 0.0194, -1.2291, 0.6400, -1.6132, -0.7860, -0.0271, -1.3077, 0.8278, -1.3091, -0.8319, 1.0719, 1.2585, -1.5381, -0.3545, 0.1334, 0.1562, 0.3594, 0.3738, 0.3523, 0.2702, 0.3343, 0.5434, 0.2556, 0.5654, 0.5663, 0.2308, 0.2265, 0.5743, -0.1654, 0.6176, -0.2623, 0.3845, 0.3865, 0.3743, 0.2333, 0.0103, 0.2091, 0.6525, -1.7439, 0.9324, -0.6128, 0.3569, 0.4069, 0.3774, 0.6553, -0.6109, -0.3370, -0.4036, 0.1242, 0.1752, 0.1782, 0.1663, 0.6222, -0.6409, -0.2583, -0.3689, 0.1501, 0.1191, 0.2228, 0.1647, 0.6249, -0.6676, -0.3613, -0.2204, 0.1403, 0.2279, 0.0826, 0.2797, 0.6677, -0.6445, -0.3877, -0.3935, 0.1688, 0.2069, 0.2204, 0.1668, 0.7431, -0.6327, -0.3800, -0.4775, 0.1622, 0.1841, 0.2255, 0.1525, 0.5911, -0.6295, -0.3301, -0.2741, 0.1546, 0.2135, 0.1761, 0.1207, 0.6386, -0.6947, -0.4077, -0.3392, 0.1647, 0.2380, 0.1626, 0.1615, 0.5399, -0.6525, -0.3131, -0.3425, 0.2388, 0.1770, 0.2053, 0.1665]
}